Record 1
This record from the OMol25 dataset describes a 4-piece molecular cluster, C32H43Cl2FIN4O15P3S3 overall. The level of theory is wB97M-V/def2-TZVPD.

Values from the calculation:
LUMO level	-0.841	eV
HOMO-LUMO gap	7.57	eV

The geometry in ORCA input format:
```
! RIJCOSX wB97M-V def2-TZVPD def2/J DEFGRID3
* xyz 0 1
C -2.17764 4.39070 0.65552
C -1.21992 3.36738 0.04654
N -1.64123 2.82705 -1.24969
C -0.90355 2.97890 -2.46704
P -0.59814 4.92628 -2.59061
S -2.32312 5.84642 -2.49336
O -1.79242 2.95431 -3.57200
S -3.04101 1.90003 -3.78062
O -3.48293 2.23533 -5.08636
O -2.26786 0.40834 -3.99478
C -0.86650 0.28644 -4.23010
F -0.55026 1.23654 -5.16876
C -0.77059 -1.09351 -4.93533
S -0.28227 -1.02059 -6.66181
O -1.35566 -0.46480 -7.40676
O 1.04497 -0.53918 -6.83685
C -0.07296 0.47300 -2.88257
P 1.58268 -0.56543 -2.68744
C 1.20645 -2.22751 -2.03029
O 1.97105 -1.02221 -4.22382
P -1.17653 -0.36636 -1.62030
O -0.52605 -0.68908 -0.35324
O -2.60369 0.27445 -1.37392
O -1.64034 -1.71406 -2.33611
C 0.36117 2.01949 -2.63368
C 1.35714 2.20722 -1.44509
C 1.29172 1.48955 -0.08820
C 2.35426 2.13530 0.82933
I 1.56982 3.35386 2.39908
C 1.12113 2.60099 -3.91909
Cl 2.26875 3.96865 -3.49585
C 1.97832 1.71388 -4.86246
C 3.41827 1.41063 -4.45834
Cl 2.11948 2.68591 -6.41284
H -2.08986 4.36580 1.73061
H -3.19855 4.23273 0.31637
H -1.89476 5.38909 0.33336
H -0.21587 3.76931 0.08894
H -1.20852 2.54177 0.76084
H -2.59790 3.11730 -1.40930
H -0.05500 5.23565 -3.82922
H 0.30855 5.30953 -1.59754
H -1.75776 -1.53892 -5.00317
H -0.16690 -1.81863 -4.41433
H -0.27927 -2.35123 -6.91340
H 0.38038 -2.75757 -2.48935
H 2.10108 -2.80891 -2.27049
H 1.14172 -2.25508 -0.96005
H 2.55279 -1.79118 -4.15975
H -2.60665 0.68823 -0.49945
H -2.46108 -1.55880 -2.82819
H 1.34987 3.26080 -1.20036
H 2.33563 1.93061 -1.81656
H 1.61196 0.45939 -0.17441
H 0.34824 1.49545 0.43057
H 3.06695 2.71279 0.24974
H 2.92464 1.36310 1.32799
H 0.41240 3.09771 -4.56507
H 1.48344 0.84132 -5.25941
H 4.10099 2.16500 -4.81964
H 3.53977 1.21546 -3.39754
H 3.69393 0.49193 -4.97311
C 0.13191 -3.40488 5.22607
C 0.37729 -4.32757 4.21665
C 1.00846 -3.92334 3.05231
C 1.38908 -2.60107 2.92649
C 1.14997 -1.66641 3.91638
C 0.51358 -2.07770 5.07496
N 2.07524 -2.17284 1.70113
O 2.25527 -2.99522 0.81915
O 2.42821 -1.01133 1.62032
H -0.35805 -3.72329 6.13665
H 0.07420 -5.35335 4.33382
H 1.19941 -4.62758 2.25585
H 1.45091 -0.63735 3.78783
H 0.31789 -1.36136 5.86073
C -7.07942 5.48703 5.18690
C -6.36064 5.16806 6.33115
C -5.08462 4.64057 6.22580
C -4.55048 4.44457 4.96697
C -5.24983 4.75042 3.81516
C -6.52581 5.27555 3.93151
N -3.18644 3.90196 4.84716
O -2.59317 3.62451 5.86945
O -2.73491 3.76799 3.72366
H -8.07406 5.90330 5.27388
H -6.79335 5.33256 7.30799
H -4.51660 4.38886 7.10845
H -4.80801 4.58506 2.84395
H -7.08680 5.52278 3.04119
C 5.65913 -8.39448 2.49479
C 5.10988 -8.19021 3.75338
C 3.76591 -7.88375 3.88316
C 2.99415 -7.79078 2.74077
C 3.52101 -7.98463 1.47832
C 4.86661 -8.28845 1.35983
N 1.56202 -7.48130 2.87264
O 1.12604 -7.28620 3.99307
O 0.89620 -7.42430 1.85701
H 6.70870 -8.63765 2.39811
H 5.72860 -8.27133 4.63599
H 3.32842 -7.72174 4.85647
H 2.89483 -7.90095 0.60315
H 5.29649 -8.44474 0.38047
*
```


Record 2
This record from the OMol25 dataset describes a 7-piece molecular cluster, C63H81BF6N2O4 overall. The level of theory is wB97M-V/def2-TZVPD.

Values from the calculation:
LUMO level	0.034	eV
HOMO-LUMO gap	8.54	eV
structure (SMILES)	CCCCCCCCC[C@](CCCN)(O[C@H](CCCC)COc1ccccc1)[C@@H](N)B(O)OC.Fc1ccccc1.Fc1ccccc1.Fc1ccccc1.Fc1ccccc1.Fc1ccccc1.Fc1ccccc1

The geometry in ORCA input format:
```
! RIJCOSX wB97M-V def2-TZVPD def2/J DEFGRID3
* xyz 0 1
C 10.73845 2.72037 -0.43099
C 10.68361 1.50452 0.70732
C 9.07638 1.07160 0.82495
C 8.96984 -0.45526 0.23493
C 7.57934 -1.15516 0.84579
C 6.48916 -1.44265 -0.38449
C 5.06289 -0.66468 -0.03037
C 3.83581 -1.08516 -1.07448
C 2.69946 -1.87449 -0.19870
C 1.20085 -1.90875 -0.85944
C 1.37358 -2.53826 -2.39995
C 1.53728 -1.39181 -3.55845
C 0.14548 -0.92464 -4.28516
N -1.07471 -1.74532 -3.93356
O 0.55722 -0.60180 -1.03542
C 0.66206 0.25431 0.15347
C -0.83543 0.98209 0.31633
C -0.97735 1.88286 1.67792
C -0.62606 1.09917 3.07398
C 0.76977 1.76439 3.71067
C 1.71668 1.49912 -0.11446
O 1.78452 1.89450 -1.56041
C 2.74720 3.04531 -1.52350
C 4.34820 2.69925 -1.67640
C 5.45287 3.95210 -1.58893
C 4.86981 5.46741 -1.35501
C 3.26315 5.80289 -1.24977
C 2.17451 4.57726 -1.33472
C 0.32817 -3.01898 -0.02749
N 0.77591 -3.23638 1.40878
B -1.29736 -2.78575 -0.03292
O -2.09292 -2.08444 -1.05783
O -2.06899 -3.39266 1.10262
C -2.40327 -2.37724 2.11278
H 11.84314 3.10548 -0.53028
H 10.30183 2.29314 -1.43729
H 10.09009 3.60698 -0.01322
H 11.03116 1.88539 1.77899
H 11.30260 0.57273 0.32942
H 8.71857 1.13031 1.95547
H 8.39357 1.77851 0.14846
H 9.89475 -1.11950 0.52680
H 8.95955 -0.37441 -0.93410
H 7.84351 -2.20682 1.34024
H 7.14637 -0.40616 1.66064
H 6.89531 -0.93597 -1.36425
H 6.29308 -2.60282 -0.52010
H 5.29602 0.48468 -0.05508
H 4.81839 -0.93793 1.09571
H 4.32364 -1.80135 -1.88748
H 3.48280 -0.08880 -1.57545
H 3.05926 -3.00918 -0.13030
H 2.71140 -1.48209 0.91826
H 0.56204 -3.36230 -2.64153
H 2.41030 -3.12883 -2.35947
H 2.10032 -0.42055 -3.22713
H 2.21080 -1.87961 -4.41506
H -0.04115 0.20565 -3.99042
H 0.26643 -0.95724 -5.47249
H -1.58860 -1.95659 -4.82282
H -1.71755 -1.06122 -3.43185
H 0.84039 -0.30739 1.16374
H -1.08306 1.69124 -0.59264
H -1.71250 0.17298 0.36098
H -2.10093 2.27235 1.78226
H -0.31462 2.86905 1.66977
H -1.44981 1.21532 3.91850
H -0.38563 -0.04755 2.94998
H 1.39851 0.95564 4.32230
H 1.46202 2.08411 2.79571
H 0.54884 2.69156 4.38945
H 2.78904 1.15981 0.22989
H 1.46168 2.48174 0.46676
H 4.80869 1.63266 -1.84557
H 6.59255 3.68722 -1.66983
H 5.63407 6.35009 -1.26157
H 2.82523 6.89847 -1.09362
H 1.00531 4.70519 -1.26813
H 0.51359 -4.06230 -0.57801
H 0.88032 -2.34343 1.93750
H 1.63013 -3.83225 1.47580
H -2.87612 -1.65084 -0.56492
H -2.32004 -2.84932 3.19171
H -3.50561 -2.00681 1.92878
H -1.69582 -1.46240 1.93131
F -1.15650 -2.76022 -7.14771
C -2.42122 -2.79648 -7.58791
C -3.20507 -1.65038 -7.51248
C -4.52035 -1.68627 -7.97544
C -5.04100 -2.87220 -8.49916
C -4.24785 -4.01866 -8.56595
C -2.92930 -3.97935 -8.11326
H -2.78621 -0.74064 -7.09490
H -5.13896 -0.79351 -7.92805
H -6.06832 -2.90095 -8.85602
H -4.65654 -4.94164 -8.97018
H -2.29602 -4.85873 -8.16597
F 0.41108 7.25380 -6.35619
C -0.07478 6.11041 -5.85498
C -1.37160 5.72100 -6.17166
C -1.87610 4.52800 -5.65417
C -1.08100 3.74239 -4.81607
C 0.21764 4.14435 -4.50001
C 0.72562 5.33164 -5.02662
H -1.97734 6.34822 -6.81752
H -2.88601 4.21080 -5.90201
H -1.47647 2.81420 -4.40907
H 0.83315 3.53332 -3.84419
H 1.73596 5.65462 -4.79851
F 1.11729 2.16944 6.65133
C 1.02528 3.23052 7.46389
C -0.09223 3.37324 8.27902
C -0.18605 4.47522 9.12897
C 0.83477 5.42885 9.14627
C 1.95008 5.27932 8.32065
C 2.04877 4.17156 7.47912
H -0.87909 2.62677 8.24594
H -1.05200 4.59192 9.77585
H 0.75908 6.29052 9.80610
H 2.74140 6.02496 8.33285
H 2.91285 4.03503 6.83736
F -4.08892 -2.21145 5.04975
C -4.57478 -3.35484 5.55095
C -5.87160 -3.74425 5.23427
C -6.37610 -4.93725 5.75176
C -5.58100 -5.72286 6.58987
C -4.28236 -5.32090 6.90593
C -3.77438 -4.13361 6.37932
H -6.47734 -3.11704 4.58842
H -7.38601 -5.25445 5.50392
H -5.97647 -6.65105 6.99686
H -3.66685 -5.93193 7.56175
H -2.76404 -3.81063 6.60743
F -7.48402 -7.75972 5.96962
C -7.08805 -8.67195 5.07203
C -6.08963 -8.34647 4.16052
C -5.67344 -9.29770 3.22910
C -6.26868 -10.56150 3.21258
C -7.27358 -10.87692 4.12833
C -7.68164 -9.92931 5.06672
H -5.64468 -7.35704 4.18296
H -4.88815 -9.05571 2.51726
H -5.94687 -11.30162 2.48303
H -7.73826 -11.85981 4.11088
H -8.45508 -10.16064 5.79156
F -4.63833 4.13578 -5.03794
C -5.14275 5.18916 -4.38176
C -6.52161 5.35402 -4.30952
C -7.04735 6.44788 -3.62202
C -6.18713 7.37153 -3.02314
C -4.80448 7.20005 -3.10553
C -4.27938 6.10018 -3.78347
H -7.17404 4.63090 -4.78794
H -8.12408 6.58155 -3.55314
H -6.59756 8.22697 -2.49083
H -4.13688 7.92247 -2.64214
H -3.20738 5.94668 -3.84962
*
```


Record 3
This record from the OMol25 dataset describes a single C16H16N2O6S molecule. The level of theory is wB97M-V/def2-TZVPD.

Values from the calculation:
LUMO level	0.479	eV
HOMO-LUMO gap	9.18	eV
structure (SMILES)	COC(=O)COc1ccc(S(=O)(=O)Nc2ccc(C(N)=O)cc2)cc1
energy relative to the best compared isomer or geometry (same formula, charge and spin)	6.0	kcal/mol

The geometry in ORCA input format:
```
! RIJCOSX wB97M-V def2-TZVPD def2/J DEFGRID3
* xyz 0 1
C -5.56109 -1.93730 1.92603
O -5.50217 -1.35126 0.62777
C -4.28562 -1.22873 0.09425
O -3.26626 -1.55452 0.63302
C -4.38570 -0.61468 -1.30186
O -3.13269 -0.43406 -1.90433
C -2.24531 0.43438 -1.35590
C -0.98387 0.46023 -1.96041
C -0.00762 1.31886 -1.50305
C -0.28713 2.15391 -0.43583
S 0.98147 3.21046 0.23816
O 1.86670 3.64311 -0.79738
O 0.38543 4.18475 1.10069
N 1.80889 2.17704 1.27948
C 2.48571 1.03196 0.88120
C 2.46475 -0.11421 1.67558
C 3.16611 -1.23693 1.29092
C 3.91170 -1.24513 0.11468
C 4.64485 -2.49319 -0.23627
N 5.73585 -2.32721 -1.02862
O 4.29896 -3.59058 0.15035
C 3.91887 -0.10280 -0.68212
C 3.21637 1.02421 -0.30583
C -1.52691 2.14372 0.16860
C -2.51584 1.29250 -0.29180
H -5.00752 -1.32698 2.64173
H -5.12835 -2.93877 1.90754
H -6.61414 -1.97816 2.19000
H -4.96259 0.31795 -1.24899
H -4.92355 -1.31491 -1.94749
H -0.80030 -0.20803 -2.78584
H 0.96456 1.35659 -1.96581
H 1.33856 2.11340 2.16919
H 1.89681 -0.11531 2.59477
H 3.14842 -2.13192 1.89403
H 6.11667 -1.42097 -1.22963
H 6.28911 -3.13995 -1.24386
H 4.45612 -0.09049 -1.61931
H 3.22939 1.91358 -0.91429
H -1.70865 2.81893 0.98984
H -3.48002 1.30054 0.19081
*
```


Record 4
This record from the OMol25 dataset describes C10H12BrNPY as an isolated structure. The level of theory is wB97M-V/def2-TZVPD.

Values from the calculation:
LUMO level (alpha / beta)	-1.162 / -1.086	eV
HOMO-LUMO gap (alpha / beta)	4.47 / 4.56	eV
energy relative to the best compared isomer or geometry (same formula, charge and spin)	0.0	kcal/mol

The geometry in ORCA input format:
```
! RIJCOSX wB97M-V def2-TZVPD def2/J DEFGRID3
* xyz 0 1
C -2.32842 0.97933 -2.19462
C -3.03898 -0.24165 -2.36724
C -3.54898 -0.57448 -1.06433
C -3.50384 0.58943 -0.22637
C -2.57034 1.48231 -0.85779
Y 1.01821 1.20635 -0.07084
P 2.27562 2.64590 -1.86502
H -1.66721 1.49798 -2.89650
H -3.02009 -0.86939 -3.26940
H -4.13957 -1.45948 -0.84809
H -2.27278 2.46558 -0.51950
H -3.94400 0.72828 0.77433
H 2.20939 4.05589 -1.46205
H 2.50403 2.66788 -3.31304
H 3.54499 2.11421 -1.22496
Br 4.42967 -2.76730 1.17100
C 2.68258 -2.05074 1.49951
C 2.21961 -2.12078 2.80518
C 0.99696 -1.52493 3.07814
C 0.29956 -0.85447 2.11559
N 0.85585 -0.68527 0.87550
C 2.01819 -1.33558 0.52441
H 2.79902 -2.64757 3.57452
H 0.58646 -1.56831 4.07906
H -0.68926 -0.43372 2.21201
H 2.28334 -1.29948 -0.52949
*
```